[1]
{
  "formula": "C2H5NO4",
  "method": "wB97M-V/def2-TZVPD",
  "symbols": ["O", "C", "N", "C", "O", "O", "H", "H", "H", "O", "H", "H"],
  "xyz": [[0.401, 1.619, -0.829], [0.883, 1.132, 0.174], [0.169, 0.482, 1.118], [-1.213, 0.156, 0.957], [-1.747, -0.488, 1.772], [-1.748, 0.652, -0.123], [1.958, 1.224, 0.389], [0.681, 0.080, 1.884], [-1.033, 1.036, -0.658], [0.541, -1.572, -1.483], [0.133, -2.292, -0.988], [0.975, -2.028, -2.212]],
  "de_lowest_kj_mol": 79.6,
  "smiles": "O=CNC(=O)O.O",
  "homo_lumo_gap_ev": 11.4
}

---

[2]
{
  "formula": "C2H5NOS",
  "method": "wB97M-V/def2-TZVPD",
  "symbols": ["O", "C", "N", "C", "S", "H", "H", "H", "H", "H"],
  "xyz": [[-1.383, -1.444, 0.517], [-0.578, -1.358, -0.389], [-0.167, -0.190, -0.838], [-0.163, 0.903, 0.192], [1.389, 1.822, 0.571], [-0.323, -2.331, -0.967], [0.703, -0.247, -1.339], [-1.091, 1.642, 0.089], [-0.418, 0.432, 1.090], [2.030, 0.770, 1.075]],
  "de_lowest_kj_mol": 113.7,
  "smiles": "O=CNCS",
  "homo_lumo_gap_ev": 10.4
}

---

[3]
{
  "formula": "C2H5NOS",
  "method": "wB97M-V/def2-TZVPD",
  "symbols": ["C", "C", "O", "N", "S", "H", "H", "H", "H", "H"],
  "xyz": [[0.794, 1.024, -0.087], [0.870, -0.356, 0.016], [1.921, -1.039, -0.498], [-0.378, -0.951, 0.391], [-1.918, -0.285, -0.407], [0.081, 0.971, -1.002], [1.654, 1.649, 0.177], [-0.112, 1.373, 0.505], [-0.174, -1.880, 0.124], [-2.738, -0.506, 0.780]],
  "de_lowest_kj_mol": 297.8,
  "smiles": "CC(=O)NS",
  "homo_lumo_gap_ev": 9.7
}

---

[4]
{
  "formula": "C2H5NOS",
  "method": "wB97M-V/def2-TZVPD",
  "symbols": ["C", "S", "C", "N", "O", "H", "H", "H", "H", "H"],
  "xyz": [[-0.193, 0.815, -1.423], [0.573, -0.618, -0.592], [0.145, -0.081, 1.003], [0.778, -1.268, 2.120], [-0.279, 0.941, 1.447], [0.428, 1.578, -0.946], [-1.223, 1.075, -1.085], [-0.290, 0.701, -2.528], [-0.048, -1.015, 2.789], [0.488, -2.266, 1.881]],
  "de_lowest_kj_mol": 172.8,
  "smiles": "CSC(N)=O",
  "homo_lumo_gap_ev": 10.3
}

---

[5]
{
  "formula": "C2H5NOS",
  "method": "wB97M-V/def2-TZVPD",
  "symbols": ["C", "C", "H", "H", "H", "H", "H", "N", "O", "S"],
  "xyz": [[-0.657, 0.545, 0.056], [0.376, 0.405, -0.848], [0.114, -1.112, 1.863], [-1.041, 0.265, 2.510], [0.158, 0.953, -1.915], [1.291, 0.797, -0.320], [0.266, -1.963, -1.441], [-1.124, -0.525, 0.876], [-0.870, 1.835, 0.285], [1.486, -1.200, -1.067]],
  "de_lowest_kj_mol": 926.3,
  "homo_lumo_gap_ev": 7.4
}

---

[6]
{
  "formula": "C2H5NOS",
  "method": "wB97M-V/def2-TZVPD",
  "symbols": ["C", "C", "H", "H", "H", "H", "H", "N", "O", "S"],
  "xyz": [[0.050, -0.436, 1.225], [-0.479, 0.150, 0.123], [0.142, 0.326, 2.017], [-0.586, -1.351, 1.721], [1.175, -0.724, 0.884], [1.589, 0.008, -0.543], [-0.798, 0.660, -2.112], [0.149, -0.338, -0.964], [0.385, 0.443, -2.197], [-1.627, 1.263, -0.154]],
  "de_lowest_kj_mol": 693.1,
  "homo_lumo_gap_ev": 8.3
}

---

[7]
{
  "formula": "C2H5NOS",
  "method": "wB97M-V/def2-TZVPD",
  "symbols": ["C", "C", "N", "O", "S", "H", "H", "H", "H", "H"],
  "xyz": [[0.753, 0.168, 0.513], [-0.727, -0.515, 0.089], [1.813, 0.593, -0.255], [1.774, -0.745, 0.401], [-2.128, 0.676, 0.100], [0.535, 0.409, 1.582], [-0.793, -1.171, 0.851], [-0.787, -0.991, -0.811], [1.669, 0.513, -1.287], [-2.110, 1.062, -1.183]],
  "de_lowest_kj_mol": 485.7,
  "spin_multiplicity": 3,
  "homo_lumo_gap_ev": [6.1, 7.2]
}

---

[8]
{
  "formula": "C2H5NOS2",
  "method": "wB97M-V/def2-TZVPD",
  "symbols": ["O", "N", "C", "S", "C", "S", "H", "H", "H", "H", "H"],
  "xyz": [[-0.192, -0.332, -1.906], [0.854, -0.061, -1.078], [0.744, -0.050, 0.229], [2.043, 0.282, 1.237], [-0.653, -0.319, 0.755], [-1.682, 1.200, 0.917], [-0.044, -1.215, -2.292], [1.716, 0.259, -1.493], [-1.177, -0.931, 0.038], [-0.556, -0.787, 1.757], [-1.053, 1.955, 1.836]],
  "de_lowest_kj_mol": 180.1,
  "smiles": "ONC(=S)CS",
  "homo_lumo_gap_ev": 8.9
}

---

[9]
{
  "formula": "C2H5NS",
  "method": "wB97M-V/def2-TZVPD",
  "symbols": ["C", "C", "H", "H", "H", "H", "N", "S", "H"],
  "xyz": [[0.327, -0.811, -0.008], [0.477, -0.379, 1.204], [1.150, -0.990, -0.610], [-0.610, -0.995, -0.494], [-0.354, -0.146, 1.755], [1.433, -0.315, 1.774], [-0.594, 1.305, -0.869], [-2.051, 0.967, -1.336], [0.223, 1.363, -1.415]],
  "de_lowest_kj_mol": 360.5,
  "smiles": "C=C.N=S",
  "homo_lumo_gap_ev": [7.2, 7.4]
}

---

[10]
{
  "formula": "C2H5NS",
  "method": "wB97M-V/def2-TZVPD",
  "symbols": ["C", "N", "H", "C", "S", "H", "H", "H", "H"],
  "xyz": [[2.440, 0.950, 0.233], [2.974, 0.079, -0.261], [1.931, 1.748, 0.851], [-1.086, -0.990, -0.215], [-1.538, 0.812, -0.589], [-1.792, -1.706, -0.485], [-0.687, -1.176, 0.773], [-0.270, -0.987, -0.860], [-1.974, 1.270, 0.554]],
  "de_lowest_kj_mol": 132.2,
  "smiles": "C#N.CS",
  "homo_lumo_gap_ev": 10.1
}

---

[11]
{
  "formula": "C2H5NS",
  "method": "wB97M-V/def2-TZVPD",
  "symbols": ["C", "N", "H", "C", "S", "H", "H", "H", "H"],
  "xyz": [[-0.749, 0.037, 2.530], [-0.785, -0.910, 3.148], [-0.518, 0.902, 1.946], [0.603, -0.383, -1.289], [-0.543, 0.689, -0.467], [1.538, 0.180, -1.360], [0.122, -0.642, -2.261], [0.589, -1.386, -0.838], [-0.258, 1.513, -1.409]],
  "de_lowest_kj_mol": 139.9,
  "smiles": "C#N.CS",
  "homo_lumo_gap_ev": 10.2
}

---

[12]
{
  "formula": "C2H5NS2",
  "method": "wB97M-V/def2-TZVPD",
  "symbols": ["C", "N", "S", "H", "C", "S", "H", "H", "H", "H"],
  "xyz": [[-2.400, -1.317, -0.261], [-2.405, -0.162, -0.034], [-2.678, 1.221, 0.524], [-2.565, -2.329, -0.603], [1.614, 0.726, -0.370], [0.968, -0.423, 0.936], [1.404, 0.280, -1.282], [2.734, 0.903, -0.330], [1.116, 1.827, -0.177], [2.212, -0.724, 1.599]],
  "de_lowest_kj_mol": 314.5,
  "smiles": "C#[N+][S-].CS",
  "homo_lumo_gap_ev": 9.2
}

---

Per-record energy, eV: -11835.9677 -16527.2025 -16525.2945 -16526.5903 -16518.7806 -16521.1977 -16519.1570 -27361.1905 -14476.6006 -14478.9668 -14478.8870 -25312.5666